Entry 1:
Computed, not measured: C51H67BrInN7O5S2Si4 as an isolated structure, with the ωB97M-V functional and the def2-TZVPD basis.

Summary:
orbital gap	7.93	eV
ΔE to the lowest compared entry with this formula, charge and spin	1.981	eV
maximum force	1.67	eV/A
LUMO level	-0.565	eV
2S+1	1
E	-203047.484	eV

XYZ file:
```
138
Properties=species:S:1:pos:R:3:forces:R:3:mulliken_charge:R:1
In -0.6020 0.1404 -0.6410 0.46 0.23 -0.05 -0.091
S -0.2521 6.1173 5.2316 0.01 0.08 0.10 0.074
N -1.5689 5.5096 4.5248 -0.20 0.06 0.11 -0.736
C -1.1525 4.6694 3.6006 0.25 -0.13 -0.15 0.947
C -1.9974 3.8672 2.7381 0.01 0.10 -0.04 0.438
C -3.3876 3.9113 2.7906 0.04 0.09 0.09 -0.881
C -4.1075 3.0896 1.9550 -0.12 -0.05 -0.01 -1.291
C -3.4093 2.2287 1.1150 0.17 0.10 -0.07 -0.813
N -2.0884 2.1601 1.0685 0.05 -0.11 0.03 1.258
C -1.3794 2.9848 1.8410 -0.06 0.03 -0.05 -0.261
C 0.0883 2.9295 1.7192 0.25 0.09 -0.15 -1.402
N 0.6100 2.1089 0.7948 -0.34 -0.23 0.00 1.440
C 1.9238 2.0562 0.6633 -0.24 0.14 -0.07 -0.814
C 2.8053 2.8067 1.4347 0.11 0.07 -0.03 -1.439
C 2.2877 3.6402 2.3909 -0.01 0.11 0.11 -1.199
C 0.9034 3.7130 2.5426 -0.07 -0.01 -0.08 0.566
C 0.2682 4.5737 3.5206 -0.28 -0.07 -0.15 0.730
N 0.8858 5.3459 4.3899 0.22 0.06 0.06 -0.711
H -3.8699 4.5840 3.4891 0.01 0.00 -0.03 0.528
H -5.1893 3.0918 1.9546 0.02 0.00 -0.02 0.540
H -3.9382 1.5737 0.4402 -0.09 -0.06 -0.05 0.410
H 2.2962 1.3782 -0.0889 -0.07 0.07 0.03 0.495
H 3.8722 2.7226 1.2715 -0.04 -0.07 0.02 0.591
H 2.9215 4.2438 3.0287 -0.01 -0.02 -0.02 0.531
C -1.8470 3.5171 -1.6948 -0.25 -0.17 0.08 -1.339
O -2.0343 2.0986 -1.6654 0.36 0.33 0.11 0.726
Si -3.0128 1.2291 -2.6826 -0.35 -0.23 -0.30 0.806
C -2.9020 2.0124 -4.3824 0.24 0.00 -0.04 -1.550
C -4.8242 1.5076 -2.2518 0.01 -0.03 0.23 -1.363
C -2.3939 -0.5173 -2.4530 1.11 0.19 1.23 1.507
Si -1.5306 -1.2258 -3.9931 -0.23 -0.06 -0.40 0.498
C 0.0156 -0.3378 -4.5637 0.14 0.04 0.16 0.268
C -1.2144 -3.0854 -3.9662 0.03 -0.07 0.14 -0.856
C -2.7114 -1.1192 -5.4760 -0.10 0.12 -0.01 -1.426
Si -3.5824 -1.7739 -1.7035 -0.29 -0.06 -0.37 0.649
C -2.7358 -3.3999 -1.2616 0.09 0.02 0.06 -0.851
C -4.9184 -2.1502 -2.9879 0.03 -0.15 -0.03 -1.196
C -4.5830 -1.2114 -0.2070 0.00 0.09 0.01 -0.509
H -1.7269 3.8711 -2.7201 0.01 -0.01 0.02 0.493
H -0.9365 3.7461 -1.1534 0.07 -0.01 0.03 0.122
H -2.6995 4.0280 -1.2321 0.00 -0.07 -0.04 0.222
H -3.2509 3.0476 -4.3097 0.02 -0.04 0.03 0.444
H -3.5408 1.5078 -5.1081 0.00 0.05 0.09 0.398
H -1.8804 2.0311 -4.7726 -0.09 0.01 -0.02 0.302
H -5.0052 2.5853 -2.1662 0.01 -0.05 -0.04 0.423
H -5.1487 1.0404 -1.3212 0.01 0.06 -0.08 0.209
H -5.4712 1.1300 -3.0494 0.07 0.03 0.02 0.351
H 0.6445 -0.0808 -3.7131 0.04 -0.07 -0.14 -1.186
H -0.2288 0.5885 -5.0914 0.00 -0.06 0.02 0.504
H 0.5937 -0.9686 -5.2472 -0.15 0.05 -0.04 0.552
H -2.1533 -3.6454 -3.9685 0.07 0.06 -0.06 0.332
H -0.6261 -3.4226 -3.1166 -0.19 -0.11 -0.09 0.032
H -0.6782 -3.3539 -4.8831 -0.10 0.08 -0.01 0.499
H -2.7157 -0.1270 -5.9298 0.03 -0.13 -0.01 0.380
H -3.7433 -1.3837 -5.2315 0.11 0.03 -0.07 0.351
H -2.3610 -1.8224 -6.2399 -0.01 0.02 0.07 0.417
H -2.9010 -4.1624 -2.0255 -0.01 0.07 0.06 0.699
H -3.1173 -3.7903 -0.3157 0.00 0.00 -0.05 0.616
H -1.6561 -3.2557 -1.1611 -0.08 -0.11 -0.05 -0.230
H -4.5533 -2.7925 -3.7946 -0.06 0.06 0.05 0.300
H -5.3079 -1.2305 -3.4360 0.00 -0.08 0.04 0.275
H -5.7552 -2.6659 -2.5044 0.05 0.01 -0.03 0.450
H -4.0876 -0.4148 0.3369 -0.07 0.03 0.07 -0.530
H -4.7206 -2.0448 0.4896 0.04 0.03 -0.04 0.483
H -5.5760 -0.8654 -0.5055 0.07 -0.04 -0.02 0.664
N -1.7632 -4.5650 1.9871 0.00 0.13 -0.08 -0.279
C -2.1141 -3.2617 2.2117 -0.28 -0.08 -0.13 -0.505
C -1.6160 -2.2266 1.3961 -0.16 0.34 0.08 0.327
N -2.0126 -0.9753 1.5548 0.31 -0.50 -0.23 2.022
C -2.8782 -0.7195 2.5462 0.07 0.14 -0.08 -0.325
C -3.3475 -1.7344 3.3458 0.00 -0.21 0.04 -1.126
N -2.9875 -3.0093 3.1751 0.00 0.03 0.07 -0.724
H -0.9225 -4.7427 1.4647 0.02 -0.05 0.05 0.224
H -2.0039 -5.2193 2.7117 0.05 0.00 0.03 0.291
H -0.8669 -2.4207 0.6368 -0.04 -0.05 0.10 -0.597
H -3.1799 0.3104 2.6899 -0.02 -0.10 0.04 -0.155
H -4.0429 -1.5413 4.1547 0.02 0.08 -0.04 0.492
C 3.2163 -2.8185 3.9270 -0.07 0.04 -0.09 -1.618
C 1.9397 -2.6370 3.0933 0.01 0.08 -0.01 2.837
C 1.9444 -3.6930 1.9818 -0.08 0.10 0.01 -1.306
C 0.7231 -2.8764 3.9985 0.07 0.04 -0.06 -2.461
Si 1.7997 -0.8585 2.3204 0.11 -0.39 0.41 -2.058
O 0.8944 -0.8901 0.9969 -0.72 0.77 -0.94 1.350
C 1.1009 0.1687 3.7663 -0.15 0.19 -0.18 1.587
C 1.6893 0.3008 5.0316 0.03 0.08 -0.03 -0.024
C 1.0704 1.0020 6.0583 -0.02 0.00 -0.06 -1.195
C -0.1764 1.5839 5.8543 0.06 -0.07 -0.03 -0.928
C -0.7935 1.4451 4.6207 -0.04 -0.07 0.04 -0.661
C -0.1556 0.7543 3.5940 0.10 -0.18 0.21 0.610
C 3.5634 -0.2382 1.9503 0.05 -0.03 -0.19 0.795
C 4.4761 0.1864 2.9217 0.02 -0.04 -0.03 -0.059
C 5.7388 0.6578 2.5799 -0.03 -0.02 -0.06 -0.945
C 6.1261 0.7180 1.2456 -0.07 -0.04 0.07 -1.001
C 5.2418 0.2985 0.2596 0.02 -0.02 0.01 -0.344
C 3.9832 -0.1706 0.6166 0.10 -0.11 0.14 0.617
H 3.2860 -3.8536 4.2863 -0.01 0.06 0.02 0.476
H 3.2215 -2.1636 4.8029 0.03 -0.08 -0.03 0.308
H 4.1122 -2.6024 3.3395 -0.01 -0.05 0.05 0.274
H 1.7939 -4.6960 2.4030 0.04 0.04 -0.01 0.550
H 2.9048 -3.6935 1.4615 -0.05 -0.06 -0.02 0.413
H 1.1535 -3.4959 1.2475 0.10 -0.05 0.01 -0.352
H 0.7050 -3.9149 4.3542 0.00 0.03 -0.03 0.609
H -0.2080 -2.6825 3.4642 0.06 -0.02 0.14 0.862
H 0.7372 -2.2178 4.8681 -0.02 -0.07 0.01 0.232
H 2.6449 -0.1643 5.2436 -0.03 0.03 -0.01 0.038
H 1.5506 1.0793 7.0267 0.02 0.02 -0.03 0.445
H -0.6652 2.1234 6.6569 0.00 -0.01 -0.01 0.441
H -1.7808 1.8685 4.4640 0.05 -0.05 0.02 0.710
H -0.6384 0.6391 2.6333 -0.01 -0.01 0.09 -0.998
H 4.2054 0.1612 3.9705 0.02 0.01 -0.05 0.184
H 6.4258 0.9745 3.3563 -0.03 0.01 -0.01 0.452
H 7.1116 1.0807 0.9796 -0.03 0.00 -0.01 0.397
H 5.5395 0.3337 -0.7830 -0.04 0.01 0.02 0.236
H 3.2836 -0.4773 -0.1546 0.07 0.06 0.05 -0.525
Br 5.6029 -0.8884 -3.5894 0.04 0.06 -0.01 -0.140
C 4.4776 0.6221 -3.8752 0.01 -0.01 0.04 -0.620
C 4.7433 1.4655 -4.9412 -0.05 0.02 -0.02 -0.546
C 3.9021 2.5492 -5.1565 0.00 0.00 0.00 -0.859
C 2.8298 2.7900 -4.3080 0.04 0.10 0.02 -0.606
C 2.5875 1.9414 -3.2391 -0.09 -0.24 0.08 -0.505
C 3.4092 0.8378 -3.0238 0.00 0.07 -0.11 0.950
C 1.4161 2.1771 -2.3039 0.01 -0.11 -0.14 -0.251
O 1.1666 3.3156 -1.9426 -0.14 -0.18 -0.05 -0.673
O 0.8134 1.0713 -1.9949 -0.01 -0.02 0.58 1.235
H 5.5854 1.2757 -5.5919 -0.01 -0.01 -0.01 0.439
H 4.0894 3.2092 -5.9950 -0.01 -0.03 0.03 0.395
H 2.1728 3.6356 -4.4692 0.04 0.00 0.04 0.468
H 3.1997 0.1666 -2.2006 -0.02 -0.02 -0.06 0.450
C 3.1152 -2.9118 -1.2127 0.05 -0.10 -0.04 0.713
S 1.5522 -3.1080 -2.0769 0.30 0.17 0.01 0.566
C 2.2315 -2.8575 -3.7228 -0.13 -0.06 -0.06 -0.524
O 0.7366 -1.8886 -1.7719 -0.19 0.20 0.06 -1.958
H 3.5663 -3.8974 -1.0818 -0.02 0.05 0.01 0.727
H 2.8611 -2.4811 -0.2495 -0.01 -0.07 0.02 -1.043
H 3.7935 -2.2599 -1.7646 -0.10 0.02 0.07 -0.135
H 2.9856 -3.6259 -3.9036 -0.01 0.05 0.02 0.568
H 2.6685 -1.8581 -3.7694 -0.03 -0.08 0.02 -0.161
H 1.4209 -2.9471 -4.4434 0.09 -0.03 0.06 0.073
```
Forces are in eV/Å.


Entry 2:
Computed, not measured: C58H48N6O4PZn as an isolated structure, with the ωB97M-V functional and the def2-TZVPD basis.

Summary:
orbital gap	7.61	eV
maximum force	0.67	eV/A
LUMO level	-2.058	eV
charge	+1
2S+1	1
E	-135754.725	eV

XYZ file:
```
118
Properties=species:S:1:pos:R:3:forces:R:3:mulliken_charge:R:1
Zn -0.1029 -0.3310 -0.8608 -0.25 -0.23 0.51 0.722
C -0.0794 -5.1012 1.9713 -0.01 -0.09 0.17 -1.169
N -0.0888 -4.2495 0.7972 -0.05 0.00 0.03 0.240
C -0.4522 -2.9449 0.7505 -0.17 0.05 -0.01 -0.599
N -0.3508 -2.4823 -0.4788 0.17 0.02 -0.14 0.767
C 0.0849 -3.5064 -1.2706 0.06 -0.21 0.29 -0.698
C 0.2543 -4.6302 -0.4801 0.01 0.30 -0.38 0.696
C 0.6598 -5.9805 -0.8905 0.00 -0.16 0.00 0.227
C 0.0570 -6.5482 -2.0152 -0.03 0.02 0.11 -0.177
C 0.4671 -7.7851 -2.4804 0.02 -0.04 -0.03 -0.764
C 1.4823 -8.4735 -1.8299 -0.02 0.00 0.00 -0.434
C 2.0739 -7.9251 -0.7026 0.04 -0.03 0.04 -0.736
C 1.6666 -6.6857 -0.2332 -0.01 0.06 -0.01 -0.331
C 0.2888 -3.3114 -2.7119 -0.02 0.02 -0.04 0.215
C 1.4296 -3.7869 -3.3514 -0.06 0.04 0.07 -0.295
C 1.6235 -3.5327 -4.6983 0.07 -0.03 -0.01 -0.785
C 0.6823 -2.8101 -5.4163 0.01 0.01 -0.01 -0.506
C -0.4606 -2.3438 -4.7855 -0.08 0.00 -0.02 -0.646
C -0.6585 -2.5922 -3.4377 0.04 -0.06 0.01 -0.413
P -1.1173 -1.9109 2.0924 0.15 0.07 -0.17 -0.544
C -2.3096 -0.9677 1.0671 -0.01 0.02 0.13 -0.500
N -2.0391 -0.2339 -0.0057 0.13 0.07 -0.25 0.852
C -3.2132 0.3081 -0.4399 -0.14 -0.20 0.07 -1.482
C -4.2346 -0.1220 0.3800 0.21 0.21 -0.22 0.821
N -3.6417 -0.9165 1.3309 0.11 -0.03 -0.03 0.409
C -4.3227 -1.5706 2.4350 -0.10 -0.11 0.15 -1.154
C -5.6640 0.2030 0.3066 -0.14 -0.01 0.05 0.230
C -6.0498 1.5286 0.1046 0.04 -0.04 0.03 -0.338
C -7.3901 1.8577 -0.0072 -0.03 0.02 -0.01 -0.813
C -8.3612 0.8703 0.0814 0.01 0.02 0.00 -0.437
C -7.9859 -0.4503 0.2758 -0.03 -0.05 0.01 -0.752
C -6.6455 -0.7844 0.3869 0.05 0.00 -0.04 -0.347
C -3.2884 1.1484 -1.6506 -0.02 -0.04 -0.06 0.383
C -2.7943 2.4494 -1.6424 -0.05 0.00 0.01 0.018
C -2.8679 3.2263 -2.7904 0.02 0.05 0.03 -0.681
C -3.4151 2.7032 -3.9542 -0.02 0.00 -0.01 -0.563
C -3.9111 1.4076 -3.9640 -0.01 0.01 -0.03 -0.953
C -3.8577 0.6356 -2.8135 0.01 0.02 0.03 -0.307
C 0.1946 -0.6378 2.1505 -0.09 0.02 0.19 -0.915
N 0.4580 0.2522 1.2132 0.06 -0.03 -0.13 0.942
C 1.3706 1.1345 1.7372 0.11 -0.23 0.29 -0.572
C 1.6880 0.7299 3.0219 -0.08 0.19 -0.28 0.508
N 0.9244 -0.3836 3.2683 -0.02 -0.10 -0.09 0.330
C 0.9056 -1.1553 4.4998 -0.08 -0.05 0.14 -0.969
C 2.5855 1.3316 4.0202 0.02 0.02 0.09 0.399
C 3.9633 1.3398 3.8134 -0.06 -0.06 0.02 -0.159
C 4.8059 1.9243 4.7462 0.07 0.00 0.00 -0.685
C 4.2819 2.4987 5.8956 0.00 0.00 0.01 -0.485
C 2.9108 2.4938 6.1088 -0.03 0.00 0.03 -0.840
C 2.0661 1.9105 5.1773 -0.01 0.03 -0.06 -0.396
C 1.6969 2.3919 1.0823 0.14 0.25 -0.06 0.029
C 2.7829 3.1813 1.2346 -0.03 -0.20 0.20 -1.194
C 1.4787 5.3513 0.3169 0.05 0.13 0.03 -0.338
C 1.9921 5.5190 -1.1069 -0.07 0.01 0.05 -0.578
C 1.7294 4.3349 -2.0587 -0.10 0.22 0.02 -0.504
C 1.3025 2.9983 -1.3752 0.01 -0.13 0.12 1.190
H -0.8157 -4.7421 2.6875 -0.02 0.02 -0.04 0.434
H 0.9011 -5.1044 2.4479 0.00 0.01 -0.04 0.312
H -0.3294 -6.1184 1.6803 -0.02 0.01 -0.01 0.441
H -0.7358 -6.0119 -2.5198 0.02 0.02 -0.03 0.479
H -0.0046 -8.2130 -3.3551 0.00 0.01 0.00 0.424
H 1.8110 -9.4353 -2.2005 -0.01 0.00 0.01 0.408
H 2.8660 -8.4576 -0.1925 -0.01 0.00 0.00 0.402
H 2.1546 -6.2568 0.6336 0.02 0.02 -0.02 0.418
H 2.1720 -4.3318 -2.7815 0.02 0.00 -0.03 0.534
H 2.5241 -3.8847 -5.1843 -0.02 0.00 -0.01 0.412
H 0.8469 -2.6007 -6.4649 -0.01 -0.01 0.00 0.427
H -1.2016 -1.7873 -5.3454 0.03 0.02 0.01 0.459
H -1.5559 -2.2399 -2.9399 0.01 0.02 -0.01 0.587
H -5.1699 -0.9649 2.7464 0.02 0.03 -0.03 0.432
H -3.6375 -1.6839 3.2706 0.01 0.03 -0.01 0.446
H -4.6839 -2.5569 2.1442 0.01 0.02 -0.02 0.315
H -5.2931 2.2998 0.0394 0.00 0.00 0.00 0.477
H -7.6784 2.8890 -0.1621 0.01 0.00 0.00 0.429
H -9.4082 1.1295 -0.0033 0.00 0.00 -0.01 0.408
H -8.7380 -1.2265 0.3291 0.00 0.01 0.01 0.409
H -6.3620 -1.8228 0.5078 0.00 0.00 -0.01 0.414
H -2.3589 2.8518 -0.7352 0.02 0.00 0.01 0.572
H -2.5070 4.2484 -2.7731 0.01 -0.02 0.00 0.518
H -3.4626 3.3081 -4.8502 0.00 0.00 0.01 0.456
H -4.3423 0.9978 -4.8679 -0.01 0.01 0.01 0.471
H -4.2604 -0.3704 -2.8115 0.02 0.00 -0.01 0.538
H 1.7763 -0.8945 5.0942 0.03 0.01 -0.03 0.417
H 0.9336 -2.2202 4.2794 0.03 0.01 -0.03 0.313
H 0.0078 -0.9392 5.0794 0.02 0.01 -0.01 0.340
H 4.3693 0.8775 2.9216 0.00 0.01 0.00 0.508
H 5.8746 1.9302 4.5759 -0.01 -0.01 0.01 0.431
H 4.9418 2.9459 6.6272 0.00 0.02 -0.02 0.430
H 2.4961 2.9487 6.9989 0.01 -0.01 0.00 0.415
H 0.9937 1.9218 5.3353 0.00 0.00 0.00 0.466
H 3.6567 2.8440 1.7797 0.03 -0.04 -0.07 1.054
H 1.3482 6.2880 0.8554 0.01 -0.01 0.02 0.525
H 1.8878 6.5062 -1.5484 0.04 0.00 -0.01 0.444
H 1.2628 4.5322 -3.0216 0.01 -0.10 -0.02 0.543
H -0.3951 2.8394 -2.3546 0.00 -0.05 0.09 0.252
C 3.2730 5.4515 2.8899 -0.03 -0.04 0.00 -0.492
O 3.7114 5.3887 1.5446 0.13 0.03 -0.03 -0.600
C 2.9041 4.6135 0.7032 -0.14 0.12 -0.14 1.009
C 3.3765 4.9085 -0.7680 0.04 0.00 0.08 -0.743
C 3.2101 3.8750 -1.9305 0.20 -0.14 -0.11 -1.241
C 2.7346 2.5028 -1.5834 -0.16 -0.08 0.04 -0.496
C 3.2716 1.2945 -1.5753 -0.13 -0.03 0.05 0.635
C 4.6642 0.9399 -1.9661 -0.12 -0.02 0.02 -1.681
O 2.4513 0.2575 -1.1247 0.39 0.31 0.09 -0.071
C 0.8498 3.0928 0.0721 -0.17 0.18 -0.17 0.363
O 0.3107 2.2421 -2.0770 0.17 -0.09 -0.11 -0.510
C 0.5114 4.2842 0.6270 -0.02 -0.29 -0.07 -1.121
H 3.8365 6.2535 3.3600 -0.02 -0.01 0.04 0.389
H 3.4627 4.5132 3.4225 -0.01 0.01 0.00 0.079
H 2.2026 5.6754 2.9512 0.01 0.03 0.00 0.213
H 4.2891 5.4991 -0.7629 0.01 -0.01 0.00 0.703
H 3.9366 3.9888 -2.7324 -0.03 0.09 0.00 0.640
H 5.3063 1.8195 -1.9383 0.03 -0.02 -0.05 0.491
H 4.6562 0.5262 -2.9770 0.06 -0.03 0.02 0.315
H 5.0643 0.1790 -1.2949 0.01 0.03 0.01 0.338
H 0.1789 4.2627 1.6631 0.04 -0.01 0.02 0.433
O 1.7975 -0.3647 -3.1983 -0.03 -0.05 0.30 -0.533
C 1.5118 -0.2753 -2.0407 -0.30 0.22 -0.56 0.198
```
Forces are in eV/Å.